{"formula": "C30H37GeN4O6SSn", "method": "ωB97M-V/def2-TZVPD", "species": ["Sn", "O", "C", "C", "C", "C", "C", "C", "C", "N", "C", "C", "N", "C", "C", "C", "C", "C", "C", "C", "O", "H", "H", "H", "H", "H", "H", "H", "H", "H", "H", "H", "H", "H", "H", "O", "S", "O", "O", "O", "C", "C", "C", "C", "Ge", "C", "C", "C", "C", "H", "H", "H", "H", "H", "H", "H", "H", "H", "H", "H", "H", "H", "H", "H", "H", "H", "H", "H", "N", "C", "C", "C", "C", "N", "C", "C", "H", "H", "H", "H"], "positions_angstrom": [[0.504, -0.654, 0.168], [0.956, 0.540, 2.035], [0.464, 1.373, 2.872], [1.046, 1.464, 4.161], [0.546, 2.298, 5.123], [-0.550, 3.118, 4.843], [-1.114, 3.081, 3.593], [-0.642, 2.223, 2.585], [-1.287, 2.285, 1.309], [-1.142, 1.521, 0.294], [-1.924, 1.804, -0.873], [-1.104, 1.724, -2.197], [-0.804, 0.322, -2.429], [-1.633, -0.361, -3.263], [-1.860, -1.714, -3.135], [-2.288, -2.462, -4.265], [-2.372, -3.818, -4.219], [-2.104, -4.499, -3.013], [-1.813, -3.811, -1.876], [-1.683, -2.391, -1.858], [-1.533, -1.770, -0.771], [1.887, 0.813, 4.352], [1.007, 2.329, 6.102], [-0.943, 3.780, 5.603], [-1.974, 3.706, 3.377], [-1.992, 3.131, 1.230], [-2.392, 2.801, -0.826], [-2.708, 1.043, -0.958], [0.679, 2.161, -1.629], [-1.771, 2.074, -3.010], [-2.064, 0.177, -4.113], [-2.473, -1.920, -5.184], [-2.610, -4.382, -5.108], [-2.150, -5.580, -2.997], [-1.635, -4.328, -0.944], [1.078, 0.104, -4.092], [0.839, -0.215, -2.720], [1.648, 0.533, -1.763], [0.842, -1.613, -2.389], [-0.012, 2.557, -2.201], [-1.333, -3.397, 5.828], [-0.161, -2.427, 5.931], [0.921, -2.670, 4.874], [0.516, -2.255, 3.470], [2.062, -2.305, 2.110], [1.686, -3.936, 0.893], [1.869, -5.314, 1.510], [0.655, -5.770, 2.311], [0.978, -7.002, 3.147], [-2.002, -3.284, 6.681], [-0.972, -4.423, 5.810], [-1.906, -3.218, 4.923], [0.285, -2.521, 6.925], [-0.521, -1.402, 5.823], [1.208, -3.723, 4.877], [1.809, -2.097, 5.147], [0.143, -1.232, 3.496], [-0.312, -2.868, 3.113], [3.096, -3.088, 3.111], [2.373, -3.822, 0.045], [0.673, -3.827, 0.483], [2.735, -5.283, 2.177], [2.077, -6.060, 0.733], [-0.170, -5.994, 1.631], [0.343, -4.956, 2.965], [1.383, -7.793, 2.518], [0.093, -7.387, 3.651], [1.720, -6.756, 3.902], [4.963, 6.161, 2.547], [4.304, 5.350, 2.072], [3.439, 4.433, 1.436], [3.791, 3.105, 1.184], [2.892, 2.316, 0.483], [1.729, 2.762, 0.048], [1.388, 4.014, 0.300], [2.198, 4.895, 0.989], [4.732, 2.699, 1.517], [3.109, 1.283, 0.245], [0.428, 4.328, -0.088], [1.896, 5.917, 1.162]], "lowdin_charge": [1.4186, -0.3606, -0.3886, -0.0169, -0.0943, -0.1221, -0.0665, -0.1518, -0.1265, -0.0025, -0.1562, -0.3907, -0.1362, -0.0490, -0.1452, -0.0366, -0.0963, -0.0672, 0.0009, -0.3740, -0.1721, 0.1142, 0.0987, 0.0877, 0.1018, 0.1224, 0.1185, 0.1237, 0.0393, 0.1540, 0.1424, 0.1137, 0.0949, 0.1040, 0.1126, -0.2543, 0.3975, -0.4188, -0.3332, -0.0149, -0.1211, -0.2791, -0.3386, -0.4160, 0.7571, -0.4436, -0.3377, -0.2834, -0.1262, 0.0587, 0.0649, 0.0635, 0.0948, 0.0979, 0.0853, 0.0834, 0.0221, 0.0416, -0.0689, 0.0369, 0.0248, 0.0774, 0.0977, 0.1040, 0.0757, 0.0641, 0.0590, 0.0659, 0.1578, -0.1900, -0.2255, 0.0196, -0.1083, 0.0743, -0.1135, 0.0028, 0.1190, 0.1048, 0.1131, 0.1159], "total_energy_ha": -4525.2253, "orbital_gap_ev": 4.422, "multiplicity": 1, "charge": -1}


{"formula": "C30H37N4PS4Sr", "method": "ωB97M-V/def2-TZVPD", "species": ["Sr", "C", "C", "C", "C", "C", "C", "H", "H", "H", "H", "H", "H", "S", "C", "C", "C", "C", "C", "C", "S", "H", "H", "H", "H", "C", "C", "C", "C", "C", "C", "C", "C", "C", "S", "C", "N", "H", "H", "H", "H", "H", "H", "H", "H", "C", "S", "C", "H", "H", "H", "H", "H", "H", "C", "N", "C", "N", "C", "N", "C", "P", "C", "C", "H", "H", "H", "H", "H", "H", "H", "H", "H", "H", "H", "H", "H"], "positions_angstrom": [[1.058, -0.284, 0.031], [-0.312, 1.555, 3.939], [-1.155, 0.458, 3.868], [-0.673, -0.818, 4.137], [0.652, -0.986, 4.517], [1.491, 0.120, 4.614], [1.017, 1.387, 4.307], [-0.675, 2.542, 3.683], [-2.193, 0.589, 3.588], [-1.327, -1.677, 4.051], [1.033, -1.977, 4.733], [2.524, -0.012, 4.912], [1.684, 2.238, 4.322], [-0.331, 1.603, -1.698], [0.462, 3.175, -1.426], [0.166, 4.205, -2.329], [0.724, 5.466, -2.230], [1.613, 5.729, -1.194], [1.915, 4.727, -0.291], [1.364, 3.440, -0.372], [1.862, 2.270, 0.875], [-0.516, 3.983, -3.142], [0.474, 6.230, -2.956], [2.072, 6.705, -1.092], [2.601, 4.926, 0.523], [3.523, -1.118, 1.981], [3.267, -2.409, 1.244], [4.191, -3.475, 1.330], [3.950, -4.606, 0.616], [2.785, -4.723, -0.175], [2.519, -5.894, -0.922], [1.371, -5.957, -1.655], [0.464, -4.881, -1.665], [0.665, -3.711, -0.963], [-0.540, -2.418, -1.037], [1.887, -3.635, -0.201], [2.172, -2.492, 0.515], [4.258, -1.254, 2.772], [2.617, -0.735, 2.457], [3.911, -0.347, 1.309], [5.074, -3.370, 1.946], [4.646, -5.437, 0.649], [3.225, -6.714, -0.896], [1.143, -6.843, -2.234], [-0.445, -4.963, -2.248], [4.154, -1.397, -2.783], [3.772, -0.168, -1.530], [3.701, 1.348, -2.491], [3.479, -1.306, -3.634], [4.008, -2.379, -2.333], [5.187, -1.310, -3.119], [4.687, 1.628, -2.858], [3.327, 2.117, -1.815], [2.998, 1.244, -3.317], [-5.555, 0.058, -1.485], [-4.136, 0.410, -1.901], [-3.952, 1.941, -1.775], [-4.275, 2.373, -0.461], [-5.627, 1.970, -0.103], [-5.836, 0.520, -0.166], [-5.042, -0.186, 0.862], [-3.209, 0.075, 0.705], [-3.130, -0.362, -1.084], [-3.277, 1.916, 0.521], [-5.647, -1.025, -1.562], [-6.209, 0.545, -2.210], [-3.999, 0.164, -2.881], [-4.638, 2.363, -2.511], [-2.906, 2.132, -2.028], [-6.328, 2.448, -0.791], [-5.845, 2.310, 0.908], [-5.261, -1.255, 0.805], [-5.378, 0.151, 1.844], [-3.330, -1.425, -1.230], [-2.149, -0.132, -1.489], [-2.285, 2.262, 0.222], [-3.511, 2.358, 1.492]], "lowdin_charge": [0.7528, -0.0992, -0.1187, -0.0969, -0.1037, -0.1159, -0.1080, 0.1048, 0.0707, 0.1012, 0.1034, 0.1037, 0.1019, 0.4263, -0.7071, -0.1655, -0.1245, -0.1200, -0.1609, -0.7386, 0.3819, 0.0792, 0.0896, 0.0913, 0.0837, -0.0512, -0.3364, -0.0150, -0.0042, -0.1702, -0.0568, -0.0861, -0.1331, -0.6391, 0.4322, -0.2320, -0.0129, 0.0879, 0.0432, 0.0465, 0.1126, 0.1190, 0.1066, 0.1019, 0.0906, -0.3849, 0.7174, -0.3784, 0.0449, 0.0259, 0.0373, 0.0412, 0.0132, 0.0468, -0.1301, -0.0667, -0.1153, -0.1422, -0.1725, -0.1490, -0.3199, 1.0424, -0.3495, -0.3143, 0.1403, 0.1387, 0.1812, 0.1399, 0.0748, 0.1322, 0.1329, 0.0891, 0.0883, 0.0741, -0.0244, 0.0583, 0.0932], "total_energy_ha": -3349.2917, "orbital_gap_ev": 5.859, "multiplicity": 1}


{"formula": "C30H37N5OS2Se2Y", "method": "ωB97M-V/def2-TZVPD", "species": ["Y", "Se", "Se", "C", "C", "C", "C", "C", "N", "C", "C", "C", "C", "C", "N", "H", "H", "H", "H", "H", "H", "H", "H", "C", "C", "C", "C", "C", "C", "C", "C", "C", "S", "C", "N", "H", "H", "H", "H", "H", "H", "H", "H", "O", "S", "C", "C", "C", "C", "H", "H", "H", "H", "H", "H", "H", "H", "C", "C", "N", "C", "C", "N", "C", "C", "H", "H", "H", "H", "H", "H", "H", "H", "H", "H", "H", "H", "H"], "positions_angstrom": [[-0.296, 0.439, 0.077], [-2.270, 2.708, 1.390], [-0.272, 2.688, 2.639], [-0.481, 0.939, 3.422], [-0.823, 0.822, 4.754], [-0.903, -0.458, 5.296], [-0.643, -1.548, 4.483], [-0.317, -1.334, 3.154], [-0.230, -0.107, 2.622], [-1.525, 3.549, -0.173], [-2.010, 4.778, -0.568], [-1.506, 5.322, -1.745], [-0.548, 4.614, -2.451], [-0.129, 3.383, -1.971], [-0.604, 2.847, -0.840], [-1.019, 1.703, 5.349], [-1.168, -0.594, 6.336], [-0.692, -2.556, 4.872], [-0.112, -2.151, 2.475], [-2.754, 5.294, 0.023], [-1.860, 6.282, -2.098], [-0.137, 4.998, -3.374], [0.577, 2.775, -2.521], [-3.371, -0.770, 1.279], [-3.418, -0.714, -0.222], [-4.624, -1.069, -0.849], [-4.687, -1.099, -2.209], [-3.537, -0.811, -2.976], [-3.575, -0.874, -4.385], [-2.445, -0.620, -5.105], [-1.250, -0.309, -4.434], [-1.172, -0.232, -3.061], [0.434, 0.084, -2.365], [-2.345, -0.467, -2.293], [-2.324, -0.391, -0.903], [-4.228, -0.250, 1.709], [-2.469, -0.333, 1.696], [-3.428, -1.808, 1.613], [-5.484, -1.312, -0.238], [-5.608, -1.362, -2.718], [-4.507, -1.132, -4.874], [-2.455, -0.668, -6.185], [-0.347, -0.136, -5.008], [0.247, -1.792, 0.211], [0.102, -2.872, -0.902], [1.350, -4.121, -0.445], [0.611, -5.386, -0.002], [-0.696, -4.922, 0.635], [-1.272, -3.913, -0.354], [1.893, -3.646, 0.373], [2.018, -4.268, -1.292], [1.225, -5.967, 0.684], [0.400, -6.018, -0.866], [-0.504, -4.442, 1.598], [-1.388, -5.745, 0.805], [-2.042, -3.246, 0.034], [-1.648, -4.401, -1.257], [4.704, 0.720, -0.534], [3.178, 0.483, -0.628], [2.453, 1.224, 0.432], [2.727, 2.665, 0.271], [4.243, 2.959, 0.383], [4.948, 1.653, 0.618], [4.466, 1.030, 1.896], [2.946, 0.773, 1.749], [5.109, 1.189, -1.427], [5.262, -0.193, -0.339], [2.950, -0.577, -0.531], [2.807, 0.808, -1.597], [2.179, 3.212, 1.033], [2.353, 2.980, -0.700], [4.481, 3.613, 1.219], [4.654, 3.395, -0.524], [5.950, 1.827, 0.693], [4.696, 1.721, 2.703], [5.033, 0.116, 2.052], [2.400, 1.305, 2.524], [2.728, -0.288, 1.856]], "lowdin_charge": [1.2234, 0.7808, 0.7521, -0.6716, -0.0579, 0.0024, -0.0034, -0.1143, -0.0763, -0.6642, -0.0623, -0.0005, -0.0052, -0.1397, -0.0745, 0.1210, 0.1355, 0.1278, 0.0926, 0.1203, 0.1349, 0.1279, 0.0708, -0.0356, -0.3240, 0.0044, 0.0445, -0.1426, -0.0067, -0.0349, -0.0894, -0.5638, 0.5926, -0.2182, 0.0130, 0.1030, 0.0057, 0.1021, 0.1331, 0.1402, 0.1303, 0.1249, 0.1098, -0.7109, 1.0092, -0.2772, -0.2021, -0.2097, -0.2905, 0.0953, 0.1000, 0.1295, 0.1279, 0.1078, 0.1312, 0.0808, 0.1145, -0.0334, -0.1626, -0.1869, -0.1332, -0.0320, -0.0802, -0.0351, -0.1343, 0.1459, 0.1442, 0.1172, 0.0698, 0.0870, 0.1155, 0.1444, 0.1455, 0.2010, 0.1443, 0.1442, 0.0978, 0.1271], "total_energy_ha": -7151.2879, "orbital_gap_ev": 6.305, "multiplicity": 1, "charge": 3}